The following is a DFT calculation (the ωB97M-V functional and the def2-TZVPD basis) of a single C3H4O3S2 molecule in a non-equilibrium geometry.

Structure (XYZ):
```
12
C3H4O3S2, DFT the ωB97M-V functional and the def2-TZVPD basis
O 1.2768 1.7960 -0.9341
C 1.1968 0.6711 -0.4559
S 2.4179 -0.6560 -0.5005
C 0.0005 0.4316 0.5238
O -0.5687 1.6497 0.9372
C -1.0023 -0.4634 -0.1285
O -0.8553 -1.7709 0.3061
S -2.2405 0.1282 -1.0182
H 1.5369 -1.6253 -0.0565
H 0.3714 -0.1992 1.3276
H -0.5450 2.1825 0.1479
H -1.5885 -2.1442 -0.1489
```

Calculated values
E_HOMO, hartree: -0.3551
SMILES: O=C(S)[C@@H](O)C(O)=S
ΔE to the lowest compared entry with this formula, charge and spin, kJ/mol: 48.6
LUMO, eV: -0.52
Kohn-Sham gap, eV: 9.146